50
Properties=species:S:1:pos:R:3:lowdin_charge:R:1 method="wB97M-V/def2-TZVPD" e_homo_ev="-9.64 / -9.64" spin_multiplicity=4 s2=3.771 energy_ev=-134569.4501 orbital_gap_ev="7.182 / 8.313"
Cr -29.1215 26.7288 6.7551 1.09
Cl -26.2200 28.5079 6.4708 0.71
O -27.3261 27.5484 6.1668 -0.43
O -26.2928 29.6105 5.5811 -0.26
O -26.3810 28.9335 7.8269 -0.30
O -25.0046 27.7777 6.2989 -0.29
Cl -30.5650 29.7782 7.8688 0.71
O -30.3238 30.5635 6.7049 -0.29
O -30.0699 28.3947 7.5742 -0.44
O -29.8406 30.2835 8.9836 -0.29
O -31.9634 29.6393 8.1103 -0.29
N -30.2350 26.7804 5.2009 -0.35
S -31.4222 25.7212 4.4775 0.58
O -30.9529 24.9715 3.3753 -0.20
O -32.7716 26.1143 4.5984 -0.19
F -31.3171 24.6759 5.6853 -0.18
S -30.3915 27.8420 3.9866 0.49
O -31.5871 28.6053 3.9938 -0.20
O -29.6924 27.5241 2.7982 -0.20
F -29.4448 28.9208 4.6921 -0.18
C -33.0956 24.0612 9.4708 -0.08
C -32.0704 24.3022 10.5934 -0.09
O -30.8891 24.6994 9.8965 0.10
C -31.2616 25.1244 8.6896 -0.50
O -30.5968 25.8336 7.9905 0.09
O -32.4318 24.5903 8.3280 0.11
H -33.9841 24.6101 9.7714 0.14
H -33.3430 23.0051 9.3943 0.13
H -31.7964 23.4921 11.2653 0.13
H -32.4331 25.0978 11.2476 0.13
C -27.6747 26.4199 11.9862 -0.08
C -26.3247 25.9571 11.4398 -0.08
O -26.4269 26.3295 10.0683 0.10
C -27.6885 26.5274 9.7067 -0.51
O -28.0758 26.6175 8.5830 0.09
O -28.4598 26.5239 10.7977 0.09
H -27.5793 27.3807 12.4934 0.14
H -28.1610 25.7427 12.6817 0.13
H -26.2577 24.8683 11.4775 0.14
H -25.4436 26.4763 11.8001 0.14
C -27.7002 21.4913 6.2819 -0.08
C -28.3134 21.6704 4.8939 -0.06
O -29.0409 22.8962 5.0677 0.11
C -28.5655 23.5434 6.1229 -0.51
O -28.7418 24.7108 6.3422 0.09
O -27.9643 22.7224 6.9812 0.11
H -26.6389 21.2573 6.3134 0.14
H -28.2337 20.7425 6.8665 0.13
H -28.9383 20.7922 4.7476 0.14
H -27.6375 21.7675 4.0489 0.14